# 1
49
Properties=species:S:1:pos:R:3:forces:R:3:mulliken_spin:R:1 method="wB97M-V/def2-TZVPD" charge=-2 multiplicity=5 e_homo_ha="0.0586 / -0.0658"
O -3.1954 -0.7008 -2.6882 0.22 -0.51 0.33 -0.02
C -2.5359 -1.5404 -2.2324 -0.30 1.14 -1.05 0.09
Fe -1.8083 -2.8736 -1.2222 -3.88 1.08 0.02 1.40
C -2.9882 -4.0340 -1.9453 -0.84 -1.32 -1.45 0.20
O -3.9145 -4.6046 -2.3624 0.14 0.36 0.31 -0.08
C -3.0376 -2.6925 0.0234 -1.56 0.69 0.38 -0.02
O -4.0174 -2.6364 0.6453 0.76 -0.15 0.19 -0.04
C -0.4712 -1.5773 -0.3478 0.82 0.01 -0.32 0.04
C -0.0694 -2.1172 0.9988 0.02 -0.29 0.73 0.02
C -0.0972 -3.6606 1.0333 0.27 0.40 0.46 0.03
C -0.9641 -4.2447 -0.0558 1.06 -1.28 0.00 -0.13
C -0.4125 -4.3806 -1.3697 0.93 -1.71 1.19 -0.03
C 0.4000 -3.3589 -1.8922 1.01 -0.57 -0.73 0.35
C 0.1731 -2.0258 -1.5379 1.20 1.68 0.61 0.08
H -0.8520 -0.5488 -0.3368 0.62 -0.37 -0.11 -0.02
H 0.9406 -1.7674 1.2934 -0.26 0.06 -0.15 0.00
H -0.7466 -1.7190 1.7719 0.06 -0.07 -0.23 0.01
H 0.9334 -4.0432 0.9456 -0.18 0.04 -0.09 0.00
H -0.4577 -4.0046 2.0127 0.01 0.07 -0.05 0.00
H -1.6570 -5.0291 0.2768 0.35 0.10 -0.18 0.02
H -0.5858 -5.3114 -1.9286 0.11 0.44 0.00 0.04
H 1.0339 -3.5747 -2.7558 -0.37 0.14 -0.02 0.06
H 0.4889 -1.2540 -2.2523 -0.27 -0.26 -0.01 0.00
C 0.1701 -0.0450 5.4559 -0.06 -0.33 0.15 0.00
C 1.0676 0.6300 4.4497 -0.37 -0.05 -0.76 0.00
O 0.3616 0.6199 3.1854 0.34 -0.46 1.58 0.03
C 1.0531 1.1719 2.1602 -1.12 0.86 -2.34 0.16
C 0.1721 1.3918 0.9773 -0.32 -0.53 2.78 0.48
N 0.5913 2.2747 0.1253 2.25 0.16 -0.61 0.21
C -0.0249 3.0059 -0.7474 -0.55 1.39 -1.61 0.25
C 0.7009 3.8309 -1.6873 -1.56 -0.87 0.79 0.08
C 0.0464 4.7682 -2.5390 0.29 0.38 -0.49 0.13
C 0.7809 5.5140 -3.4534 -0.85 -0.35 0.51 -0.08
C 2.1705 5.3410 -3.5561 0.56 0.18 -0.31 0.33
C 2.8271 4.4335 -2.7143 -0.57 -0.50 0.68 -0.13
C 2.1016 3.6982 -1.7734 1.54 0.27 -0.49 0.25
O 2.2189 1.5189 2.2226 0.30 -0.24 0.63 0.12
H 0.5194 0.1646 6.4671 0.03 0.02 0.10 0.00
H -0.8648 0.2962 5.3694 0.14 0.04 -0.04 0.00
H 0.1858 -1.1300 5.3202 -0.11 0.09 -0.05 0.00
H 1.2722 1.6692 4.7397 0.06 -0.15 -0.15 0.00
H 2.0191 0.0958 4.3396 -0.11 0.23 0.04 0.00
H -0.8768 1.0732 1.0792 0.25 -0.21 -0.23 0.01
H -1.1286 3.0423 -0.7842 0.06 0.22 0.12 0.04
H -1.0376 4.8871 -2.4495 0.29 0.01 -0.10 0.01
H 0.2779 6.2367 -4.0986 0.06 -0.16 0.13 0.00
H 2.7356 5.9141 -4.2865 -0.04 -0.02 0.06 0.04
H 3.9072 4.2945 -2.7861 -0.21 0.06 0.01 -0.01
H 2.5943 3.0020 -1.0896 -0.18 0.24 -0.25 0.06

# 2
49
Properties=species:S:1:pos:R:3:forces:R:3:nbo_charge:R:1 method="wB97M-V/def2-TZVPD" charge=+1 e_homo_ha=-0.3909
Ir -0.3557 -0.2142 -0.2341 1.57 1.31 -0.83 0.86
C -0.9750 4.2622 -3.4715 0.07 0.05 0.08 -0.62
C 0.3749 4.2880 -2.7611 -0.17 -0.06 -0.11 -0.22
N 0.2479 3.9893 -1.3372 -0.13 -0.02 -0.06 -0.55
C 0.1366 2.7603 -0.8278 0.35 -0.37 -0.01 0.33
S 0.6874 1.3849 -1.7798 -1.47 -1.10 0.45 -0.16
N -0.2902 2.6620 0.4117 -0.33 1.05 -0.25 -0.44
N -0.3804 1.4295 0.8983 -0.22 -0.46 1.42 -0.19
C -0.6730 1.2906 2.1777 0.24 1.08 -1.44 0.22
C -1.0301 2.4620 3.0213 0.10 -0.06 0.31 -0.69
C -0.5924 -0.0555 2.6684 -0.02 -1.43 0.64 0.18
C -0.9549 -0.4303 3.9646 0.10 0.57 -0.36 -0.22
C -0.8595 -1.7521 4.3484 0.10 -0.37 -0.05 -0.11
C -0.3717 -2.6957 3.4509 0.05 0.29 0.18 -0.24
C -0.0115 -2.2614 2.1896 0.13 -0.31 0.03 0.09
N -0.1214 -0.9942 1.8032 -1.46 0.12 -0.47 -0.49
H -0.8431 4.4348 -4.5394 0.00 0.01 0.00 0.23
H -1.6288 5.0430 -3.0799 -0.03 -0.03 -0.01 0.21
H -1.4622 3.2962 -3.3344 0.01 -0.01 -0.01 0.22
H 0.8320 5.2717 -2.8540 0.09 -0.04 0.04 0.21
H 1.0479 3.5563 -3.2003 0.09 0.07 -0.02 0.22
H -0.1172 4.7217 -0.7443 0.05 -0.03 0.05 0.41
H -0.8748 3.3745 2.4580 -0.02 0.00 0.04 0.27
H -0.4237 2.4974 3.9283 -0.02 -0.02 0.00 0.24
H -2.0790 2.4075 3.3246 0.00 -0.04 0.00 0.24
H -1.3240 0.3271 4.6418 -0.01 -0.06 0.04 0.24
H -1.1590 -2.0562 5.3423 -0.02 0.04 0.01 0.24
H -0.2735 -3.7363 3.7212 0.02 0.00 -0.02 0.25
H 0.3971 -2.9562 1.4651 -0.16 0.05 -0.10 0.22
C 0.3305 -3.8378 -2.5324 0.00 0.03 0.03 -0.25
C -0.9566 -4.1780 -2.9282 -0.09 0.07 0.03 -0.13
C -2.0112 -3.3645 -2.5605 0.10 -0.07 -0.02 -0.22
C -1.7730 -2.2329 -1.7879 -0.10 0.02 -0.02 0.20
N -0.5169 -1.9200 -1.4026 -0.08 0.04 0.08 -0.46
C 0.5040 -2.6978 -1.7774 0.20 -0.14 -0.06 0.06
C -2.7914 -1.2762 -1.3568 -0.08 0.14 0.04 -0.10
C -4.1544 -1.4243 -1.6079 0.05 0.05 -0.01 -0.17
C -5.0461 -0.4459 -1.2058 -0.14 -0.05 -0.04 -0.23
C -4.5854 0.6938 -0.5624 0.13 -0.03 -0.03 -0.16
C -3.2315 0.8466 -0.2900 0.09 0.23 0.11 -0.29
C -2.3363 -0.1382 -0.6697 1.04 -0.55 0.35 -0.01
H 1.1841 -4.4387 -2.8092 0.02 0.03 0.01 0.24
H -1.1337 -5.0626 -3.5247 0.01 0.00 -0.01 0.24
H -3.0169 -3.5952 -2.8771 -0.01 -0.01 0.01 0.23
H 1.4919 -2.3803 -1.4663 -0.03 0.02 0.04 0.21
H -4.5252 -2.3051 -2.1150 -0.01 0.00 -0.02 0.21
H -6.1030 -0.5702 -1.3992 0.01 0.01 -0.01 0.23
H -5.2777 1.4706 -0.2657 -0.02 -0.01 0.01 0.23
H -2.8832 1.7408 0.2133 -0.02 -0.02 -0.01 0.22

# 3
46
Properties=species:S:1:pos:R:3:forces:R:3:nbo_charge:R:1 method="wB97M-V/def2-TZVPD" charge=+1 e_homo_ha=-0.4020
C -6.2158 2.6052 -0.3368 -0.73 -0.19 0.16 -0.26
O -4.9962 3.1595 -0.7664 2.50 -1.38 -0.33 -0.45
C -3.9440 2.2550 -0.8746 -0.64 1.06 0.16 0.40
C -2.6516 2.7861 -1.0239 -0.43 0.47 -0.02 -0.27
C -1.5519 1.9804 -1.0811 -0.04 -0.10 -0.04 -0.08
C -1.6695 0.5775 -0.9908 0.06 -0.35 -0.06 -0.20
C -0.4841 -0.1968 -1.0049 -0.49 -0.35 0.38 0.13
C -0.2957 -1.5411 -0.6104 -0.18 0.29 0.05 -0.18
C 0.9366 -2.1771 -0.9017 -0.05 -0.53 0.23 -0.09
C 1.1297 -3.4831 -0.5354 -0.40 -0.40 0.07 -0.11
C 0.1115 -4.2249 0.1089 0.80 -0.76 -0.51 0.49
O 0.4453 -5.5660 0.2605 -1.32 2.70 0.40 -0.46
C 1.6851 -5.7802 -0.4188 0.73 -0.47 -0.65 -0.07
C 2.2882 -4.4048 -0.7324 0.59 0.11 -0.09 -0.46
C -1.0715 -3.5781 0.4838 -0.03 -0.95 0.32 -0.31
C -1.2594 -2.2696 0.1328 0.31 0.07 -0.10 -0.09
C -2.9775 0.0428 -0.9199 0.23 0.16 -0.11 -0.11
C -4.0752 0.8557 -0.8537 -0.61 0.23 0.07 -0.26
H -6.9267 3.4204 -0.2019 0.21 -0.01 -0.08 0.22
H -6.6042 1.9190 -1.0893 -0.14 -0.05 0.06 0.18
H -6.0764 2.0959 0.6177 -0.11 -0.08 0.00 0.19
H -2.5465 3.8537 -1.0851 0.01 0.28 0.03 0.25
H -0.5666 2.4067 -1.1526 0.23 0.16 0.01 0.25
H 0.4059 0.3238 -1.3149 0.31 0.22 -0.09 0.24
H 1.7059 -1.6496 -1.4369 0.19 0.21 -0.10 0.23
H 2.3305 -6.4056 0.2096 -0.28 0.22 -0.10 0.21
H 1.4559 -6.3302 -1.3398 0.04 0.05 0.19 0.20
H 2.7006 -4.3305 -1.7432 -0.04 -0.17 0.17 0.24
H 3.0910 -4.1617 -0.0286 -0.06 0.01 -0.09 0.24
H -1.8166 -4.1105 1.0495 -0.16 -0.08 0.09 0.25
H -2.1422 -1.7639 0.4732 -0.12 -0.02 0.18 0.23
H -3.1261 -1.0192 -0.9892 -0.11 -0.12 -0.07 0.22
H -5.0544 0.4139 -0.8153 -0.15 -0.13 0.01 0.23
N 1.9630 2.1134 0.3254 -0.52 -0.13 -0.28 -0.51
C 2.1057 1.7695 1.5961 -0.18 -0.31 0.36 0.05
C 3.2055 2.0508 2.3692 0.20 0.00 0.32 -0.32
C 4.2617 2.7665 1.8133 0.81 0.48 0.65 0.22
N 5.3927 3.1002 2.5506 -0.20 -0.06 -0.12 -0.79
C 4.1226 3.1310 0.4776 0.34 0.17 0.06 -0.31
C 2.9735 2.7927 -0.1938 0.23 0.18 -0.48 0.05
H 1.2771 1.2324 2.0318 -0.14 -0.15 0.15 0.19
H 3.2561 1.7351 3.3988 -0.10 -0.07 0.15 0.22
H 6.0460 3.7971 2.2186 -0.36 -0.21 -0.25 0.40
H 5.3974 3.0329 3.5595 -0.32 -0.18 -0.30 0.39
H 4.9092 3.6818 -0.0124 0.04 0.10 -0.15 0.22
H 2.8553 3.0942 -1.2232 0.05 0.06 -0.23 0.19

# 4
49
Properties=species:S:1:pos:R:3:forces:R:3:nbo_charge:R:1 method="wB97M-V/def2-TZVPD" e_homo_ha=-0.3031
C -0.1422 -3.0246 -2.2043 -0.01 0.00 -0.05 -0.66
C -0.5170 -2.3102 -0.9470 -0.37 0.07 0.10 0.25
N 0.4882 -2.0978 -0.1074 0.19 -0.07 0.09 -0.49
C 0.3030 -1.4263 1.0042 -0.06 0.06 0.11 0.11
S 1.7175 -1.2410 2.0342 0.24 -0.09 0.41 0.27
C 2.9532 -2.0898 0.9956 -0.53 0.01 0.10 -0.62
C 3.1801 -1.3554 -0.3213 0.25 -0.14 0.38 0.68
O 3.1922 -1.9184 -1.3918 0.05 -0.21 -0.41 -0.62
N 3.4168 -0.0373 -0.1548 0.26 0.35 0.08 -0.62
C 3.3315 0.9224 -1.2391 0.01 -0.01 -0.07 -0.24
C 2.1370 1.8051 -0.9874 0.15 0.20 -0.03 -0.03
C 2.2925 3.1121 -0.5572 0.10 -0.23 -0.15 -0.22
C 1.2043 3.8991 -0.1854 -0.51 0.06 0.09 -0.27
C -0.0357 3.3135 -0.2396 0.21 -0.47 -0.16 0.30
C -0.2013 1.9975 -0.6782 0.29 0.43 0.15 0.23
C 0.8637 1.2279 -1.0660 -0.35 0.15 0.04 -0.26
O -1.5321 1.6722 -0.6380 0.32 -0.23 -0.24 -0.49
C -2.1847 2.7965 -0.0860 -1.23 0.09 0.36 0.24
O -1.2549 3.8412 0.0840 0.37 0.27 -0.06 -0.49
C -0.9449 -0.8969 1.3724 0.24 -0.70 -1.00 -0.22
C -1.0821 -0.0938 2.5188 -0.07 0.34 0.47 0.27
N -1.1895 0.5944 3.4313 -0.05 0.19 0.29 -0.30
C -2.0298 -1.1778 0.5335 0.29 -0.12 0.17 0.10
C -1.8135 -1.8939 -0.6427 0.12 -0.03 0.12 -0.02
C -3.0017 -2.0994 -1.5290 0.02 0.17 -0.11 -0.44
C -3.7226 -0.7542 -1.6421 -0.17 -0.06 -0.08 -0.40
C -4.2771 -0.3100 -0.2867 0.06 0.03 -0.10 -0.39
C -3.4308 -0.8077 0.9010 -0.08 0.14 0.01 -0.45
H -0.4750 -2.4668 -3.0780 -0.04 -0.03 -0.13 0.22
H 0.9399 -3.1247 -2.2339 0.01 -0.01 -0.02 0.26
H -0.5971 -4.0136 -2.2343 -0.06 -0.08 -0.09 0.23
H 3.8663 -2.1089 1.5907 0.00 0.01 0.03 0.25
H 2.6088 -3.1025 0.7955 0.15 0.11 -0.07 0.26
H 3.3145 0.3463 0.7751 -0.12 -0.12 -0.13 0.40
H 3.2254 0.3446 -2.1606 0.09 0.10 0.07 0.24
H 4.2518 1.5117 -1.2837 -0.10 -0.02 -0.11 0.20
H 3.2835 3.5367 -0.5034 0.14 0.02 0.01 0.21
H 1.3266 4.9157 0.1472 0.02 0.15 0.06 0.23
H 0.7366 0.2134 -1.4061 -0.03 -0.20 -0.03 0.23
H -2.9873 3.1254 -0.7633 0.22 -0.07 0.10 0.16
H -2.6162 2.5271 0.8934 0.17 0.03 -0.18 0.16
H -2.7019 -2.4562 -2.5132 -0.02 -0.08 0.03 0.22
H -3.6741 -2.8417 -1.0886 -0.04 -0.09 -0.07 0.21
H -4.5321 -0.8182 -2.3706 0.01 0.06 -0.03 0.21
H -3.0031 -0.0143 -1.9982 -0.03 -0.03 -0.07 0.21
H -4.3242 0.7790 -0.2658 -0.10 0.01 0.02 0.20
H -5.2954 -0.6836 -0.1640 0.00 0.08 0.01 0.21
H -3.8916 -1.7176 1.3020 0.03 0.06 0.05 0.23
H -3.4291 -0.0703 1.7052 -0.04 -0.11 0.03 0.23

Calculated values (eV) of total energy for the records, taken in order: -68226.497, -43238.198, -29185.964, -43566.462.